No. 1
ORCA calculation (ωB97M-V with the def2-TZVPD basis set) on a molecular structure, C2H2N2O2S2 in a non-equilibrium geometry.

```
! RIJCOSX wB97M-V def2-TZVPD def2/J DEFGRID3
* xyz 0 1
C -1.119 0.689 -1.129
C 0.040 1.104 -0.529
N -1.779 1.385 -1.957
N 0.866 0.451 0.192
O -1.878 -0.932 -0.424
O 0.178 2.472 -0.857
S -3.048 1.025 -2.946
S -1.012 2.939 -1.826
H -1.526 -1.527 -1.059
H 1.628 1.093 0.496
*
```

The value obtained for the energy above the lowest of the compared OMol25 structures with the same formula, charge and spin is 553.4 kJ/mol. The value obtained for the largest force on an atom is 8.5 eV/A.

---

No. 2
ORCA calculation (ωB97M-V with the def2-TZVPD basis set) on a molecular structure, C3H36NO14 in a non-equilibrium geometry.

```
! RIJCOSX wB97M-V def2-TZVPD def2/J DEFGRID3
* xyz 1 1
C -0.534 -0.729 0.395
C -0.783 -1.911 1.326
C 0.928 -2.307 3.086
N -0.236 -1.659 2.667
H -0.999 0.172 0.814
H 0.509 -0.540 0.304
H -0.941 -0.957 -0.632
H -1.859 -2.097 1.430
H -0.364 -2.829 0.923
H 1.144 -2.174 4.133
H 0.922 -3.439 2.838
H -0.399 -0.688 2.993
H -1.544 3.981 2.137
H -1.794 2.957 1.064
O -1.153 3.194 1.731
H 1.651 -2.667 -0.558
H 3.208 -2.568 -0.397
O 2.358 -2.150 -0.143
H 2.377 0.917 1.561
H 1.436 0.999 2.866
O 2.308 0.683 2.540
H -1.808 1.610 -2.745
H -1.820 3.158 -3.229
O -1.560 2.581 -2.495
H -0.296 1.663 4.210
H -0.581 1.961 2.715
O -0.182 1.288 3.332
H -2.484 2.670 -1.026
H -3.722 3.129 -0.266
O -2.963 2.541 -0.195
H 2.131 -0.380 -1.558
H 1.619 0.869 -2.432
O 1.866 -0.096 -2.444
H -1.555 -0.479 -3.047
H -2.797 -0.037 -2.272
O -2.270 0.181 -3.070
H 1.479 3.174 -2.565
H 0.133 2.542 -2.144
O 1.101 2.463 -2.041
H 0.153 -2.854 -2.037
H -0.137 -4.280 -1.451
O 0.471 -3.566 -1.428
H 2.285 -0.610 2.531
H 2.207 -1.930 1.444
O 2.182 -1.773 2.457
H -3.408 0.833 -0.382
H -3.171 -0.575 0.041
O -3.519 -0.063 -0.691
H -0.108 -1.896 -3.974
H 0.566 -1.005 -2.931
O -0.217 -1.573 -3.090
H 3.333 1.507 -0.298
H 1.829 1.833 -0.565
O 2.436 1.208 -0.076
*
```

The value obtained for the energy above the lowest of the compared OMol25 structures with the same formula, charge and spin is 0.0 kJ/mol. The value obtained for the largest force on an atom is 2.0 eV/A.

---

No. 3
ORCA calculation (ωB97M-V with the def2-TZVPD basis set) on a single C8H8F4O2 molecule in a non-equilibrium geometry.

```
! RIJCOSX wB97M-V def2-TZVPD def2/J DEFGRID3
* xyz 0 1
C -2.457 -0.719 0.004
C -0.129 -0.166 0.391
C -1.126 -1.262 0.264
C -2.324 0.788 -0.053
C -0.844 1.171 0.198
C -3.759 -1.308 0.361
C 2.804 1.136 0.072
C 2.016 0.401 1.242
O -0.775 -2.487 0.318
O 1.046 -0.523 0.772
F -3.171 1.310 0.814
F -2.723 1.295 -1.213
F -0.789 1.874 1.351
F -0.276 1.852 -0.765
H -4.597 -0.669 0.712
H -3.664 -2.251 0.956
H -4.182 -1.570 -0.632
H 2.155 1.858 -0.419
H 3.592 1.498 0.644
H 3.125 0.397 -0.650
H 1.727 1.099 2.027
H 2.838 -0.317 1.558
*
```

The value obtained for the energy above the lowest of the compared OMol25 structures with the same formula, charge and spin is 0.0 kJ/mol. The value obtained for the largest force on an atom is 3.9 eV/A.

---

No. 4
ORCA calculation (ωB97M-V with the def2-TZVPD basis set) on 2 unconnected molecules or ions with the total composition C14H24ClF8O3S2 in a non-equilibrium geometry.

```
! RIJCOSX wB97M-V def2-TZVPD def2/J DEFGRID3
* xyz 1 1
C 1.759 3.470 3.255
C 1.462 2.792 1.909
C 2.102 3.639 0.777
C -0.067 2.673 1.781
C -0.667 1.356 1.260
S 0.239 0.402 0.042
C 0.737 1.474 -1.310
C 0.262 0.939 -2.654
C 0.723 1.931 -3.717
C -0.328 3.027 -3.940
S 0.491 4.585 -3.788
O 1.577 4.609 -4.690
O 0.704 4.802 -2.402
Cl -0.902 5.889 -4.428
H 1.518 2.831 4.098
H 2.798 3.773 3.305
H 1.169 4.381 3.324
H 1.937 1.814 1.965
H 2.790 3.046 0.186
H 1.344 4.048 0.119
H 2.632 4.483 1.198
H -0.463 3.505 1.210
H -0.479 2.778 2.780
H -1.616 1.546 0.769
H -0.857 0.668 2.076
H 1.386 0.106 0.652
H 1.820 1.523 -1.295
H 0.386 2.490 -1.148
H -0.820 0.828 -2.650
H 0.668 -0.049 -2.845
H 1.633 2.404 -3.358
H 0.956 1.449 -4.656
H -0.792 2.980 -4.918
H -1.109 3.005 -3.188
C -1.095 -6.160 0.424
C -1.091 -4.972 -0.556
C 0.010 -3.912 -0.425
F -0.030 -3.273 0.763
F -0.179 -2.971 -1.388
F -2.298 -4.368 -0.568
F -0.881 -5.506 -1.791
O -1.970 -6.144 1.542
C -1.652 -5.598 2.759
C -2.614 -4.468 3.162
F -2.622 -3.473 2.250
F -2.200 -3.950 4.341
F -0.361 -5.206 2.824
F -1.829 -6.560 3.687
H -1.476 -6.985 -0.174
H -0.081 -6.432 0.719
H 0.999 -4.355 -0.560
H -3.626 -4.863 3.268
*
```

The value obtained for the energy above the lowest of the compared OMol25 structures with the same formula, charge and spin is 0.0 kJ/mol. The value obtained for the largest force on an atom is 1.2 eV/A.

---

No. 5
ORCA calculation (ωB97M-V with the def2-TZVPD basis set) on 2 unconnected molecules or ions with the total composition C3H10N3O in a non-equilibrium geometry.

```
! RIJCOSX wB97M-V def2-TZVPD def2/J DEFGRID3
* xyz 1 1
C 1.736 0.619 0.073
C 0.436 1.193 -0.431
C -2.101 -0.212 -0.104
N -1.614 -1.354 -0.258
N -3.038 0.617 0.226
N 1.395 -0.830 0.460
O -0.572 0.994 0.488
H 2.446 0.847 -0.641
H 2.286 1.154 0.899
H 0.521 2.243 -0.635
H 0.427 0.738 -1.442
H 0.394 -0.710 0.807
H -1.600 -1.828 -1.139
H -4.079 0.480 0.012
H -2.734 1.620 0.487
H 1.469 -1.572 -0.246
H 1.971 -1.097 1.253
*
```

The value obtained for the energy above the lowest of the compared OMol25 structures with the same formula, charge and spin is 450.8 kJ/mol. The value obtained for the largest force on an atom is 3.4 eV/A.

---

No. 6
ORCA calculation (ωB97M-V with the def2-TZVPD basis set) on a molecular structure, C4H13N3 in a non-equilibrium geometry.

```
! RIJCOSX wB97M-V def2-TZVPD def2/J DEFGRID3
* xyz 0 1
C -0.980 -0.330 0.264
C 0.977 -0.021 0.792
C -0.393 1.440 -1.272
C 2.234 -0.294 -0.026
N -1.360 0.859 -0.369
N -0.838 -1.459 -0.574
N -1.835 -0.649 1.347
H -1.676 1.549 0.302
H -1.575 -1.535 1.760
H -1.895 0.078 2.047
H -1.736 -1.809 -0.891
H -0.215 -1.281 -1.352
H 0.885 -0.853 1.497
H 1.128 0.826 1.471
H -0.319 0.834 -2.176
H -0.704 2.453 -1.522
H 0.609 1.291 -0.588
H 2.593 0.613 -0.518
H 2.049 -1.051 -0.792
H 3.053 -0.659 0.600
*
```

The value obtained for the energy above the lowest of the compared OMol25 structures with the same formula, charge and spin is 229.1 kJ/mol. The value obtained for the largest force on an atom is 3.1 eV/A.